Here is 6 unconnected molecules or ions with the total composition C6H25NO6 at a distorted geometry from the Open Molecules 2025 dataset. Energies are from ωB97M-V/def2-TZVPD.

ORCA input file:
```
! wB97M-V def2-TZVPD RIJCOSX def2/J DEFGRID3
* xyz 0 1
C 2.06 -0.43 1.49
C 1.04 -1.40 0.91
N 0.43 -0.71 -0.22
C 1.42 -0.34 -1.31
C -0.78 -1.34 -0.89
C -0.85 -2.81 -0.93
C -2.10 -0.65 -0.35
O -2.26 0.72 -0.50
H 2.78 -0.24 0.74
H 2.54 -0.84 2.40
H 1.57 0.44 1.69
H 0.16 -1.54 1.62
H 1.54 -2.41 0.71
H 1.78 0.72 -1.19
H 2.31 -0.95 -1.35
H 0.79 -0.23 -2.19
H -0.70 -1.01 -1.98
H 0.02 -3.38 -1.32
H -1.56 -3.27 -1.58
H -1.04 -3.12 0.13
H -2.93 -1.08 -0.98
H -2.15 -0.68 0.79
H -2.26 1.06 -1.41
O 2.25 4.00 1.04
H 2.23 3.05 1.34
H 1.64 4.01 0.36
O -1.10 -2.78 3.33
H -0.74 -3.21 4.00
H -0.28 -2.52 2.98
O -0.22 1.90 1.06
H -0.09 1.26 0.43
H -0.94 1.79 1.67
O -0.55 3.67 -0.93
H -0.60 2.90 -0.36
H 0.26 4.10 -0.71
O -1.29 1.45 -2.81
H -1.55 1.90 -3.53
H -0.84 1.96 -2.15
*
```

Results
* HOMO-LUMO gap: 9.540 eV
* LUMO energy: 0.516 eV
* highest occupied orbital energy: -9.02 eV